1.
This record from the OMol25 dataset describes the molecule C9H9ClS2. The level of theory is ωB97M-V/def2-TZVPD.

```
21
Properties=species:S:1:pos:R:3:forces:R:3
H 2.2996 -0.5375 2.1483 0.005 -0.004 0.060
C 0.4114 -0.9315 -0.5608 0.280 0.339 1.060
S -0.9219 2.8943 0.3556 -0.055 -0.179 0.179
H 0.9049 -1.3540 -2.5627 0.025 -0.017 -0.069
C 1.1574 1.5100 -0.2469 0.047 0.497 -0.054
C 1.3992 -1.1234 1.9587 0.173 -0.203 0.260
C 0.1208 0.4729 -0.0947 0.539 -0.645 0.035
C 0.2528 -1.7359 -1.7765 0.045 -0.204 -0.192
C -1.2174 1.1868 -0.0353 -0.566 0.623 -0.117
H -3.2541 1.7279 -0.3743 -0.150 0.221 0.044
C 0.7908 2.7556 0.0367 -0.150 -0.171 -0.176
H 2.1713 1.2135 -0.4581 0.174 -0.010 -0.043
C 0.8482 -0.7981 0.6529 -2.319 0.899 -1.554
H 0.5035 -2.7749 -1.5726 0.012 -0.056 -0.085
S -3.0684 -0.6682 -0.7756 0.097 0.258 0.116
Cl -2.8148 -1.6732 1.0105 -0.080 -0.099 0.065
C -2.5186 0.9455 -0.3906 1.594 -1.325 0.370
H 0.6752 -0.8987 2.7427 -0.002 -0.017 -0.025
H 1.6477 -2.1844 1.9993 0.054 0.006 0.088
H 1.3889 3.6445 0.0715 0.240 0.121 0.028
H -0.7764 -1.6712 -2.1280 0.034 -0.036 0.009
```
Positions in Å, forces in eV/Å.

LUMO ... -0.2 eV
Energy above the lowest of the compared OMol25 structures with the same formula, charge and spin ... 11.3 kcal/mol
HOMO energy ... -7.5 eV
Net charge ... 0
Molecular weight ... 216.76 g mol⁻¹
Structure (SMILES) ... CC1=C(C)C12C=CS/C2=C/SCl

2.
This record from the OMol25 dataset describes C3H35NO16 as an isolated structure. The level of theory is ωB97M-V/def2-TZVPD.

```
55
Properties=species:S:1:pos:R:3:forces:R:3
O 3.6842 -0.8058 -0.1301 -0.787 -0.634 0.191
H 1.4606 -2.0063 2.1379 -0.338 0.364 -0.160
C -0.0493 2.5772 0.3103 0.374 0.927 0.141
H 3.9222 0.4395 -1.7569 0.618 1.033 0.017
N 0.8413 1.5014 -0.0638 -2.582 -2.134 9.950
H 0.4058 3.5552 0.0286 0.139 -0.530 0.339
H -0.1903 2.5895 1.3787 -0.181 0.256 0.550
O 3.3080 2.8182 0.2462 0.134 -0.724 -0.146
O -1.0150 -2.8140 -1.3665 0.017 0.197 -0.228
H -3.3570 -1.1568 2.9399 0.016 -0.691 -0.513
O 1.7077 -0.3402 -3.7810 0.660 -0.177 0.057
O 1.0236 1.7638 -1.9780 1.446 3.363 -15.380
H -0.3960 0.3269 -1.6538 -0.247 0.078 -0.498
H 1.1738 1.6527 -1.0122 0.590 -1.318 5.938
H 3.9015 -1.4268 0.5806 0.526 0.369 -0.097
H -2.3389 0.6886 -2.0667 0.009 -0.132 -0.214
O 1.5184 -3.4459 -0.6359 0.922 -0.202 -0.862
H 2.8420 -1.2156 -0.4015 0.179 0.127 -0.284
H -3.1530 -2.2550 0.6654 0.414 -0.622 0.211
H 1.5407 -0.7370 -4.6402 -0.287 0.060 0.223
H -5.0898 0.8439 0.6466 0.360 0.130 0.251
H 1.0868 2.7280 -1.9329 -0.745 0.554 -0.566
H -4.0107 0.8782 -0.4171 0.578 0.062 0.491
H -2.8734 2.1241 -1.9164 0.008 0.251 -0.007
H -0.9815 -1.0630 -1.9435 -0.111 -0.762 0.173
H 1.9865 1.6170 -2.1459 0.767 -0.587 -1.263
H -1.4691 -3.4357 -1.9420 -0.116 -0.020 -0.037
H 1.9790 1.9735 3.1819 -0.174 -0.099 -0.637
H -0.8086 0.1123 0.0631 -0.128 0.008 0.475
H -1.4807 -2.8898 -0.4894 -0.344 -0.182 -0.137
H -2.9265 -1.8513 4.9788 -0.201 0.385 -0.105
H 0.6400 -0.5560 -0.6801 0.216 0.409 0.587
H 1.9189 3.5471 2.9549 0.099 -0.404 -0.329
H -1.7631 -1.0421 4.4518 -0.689 0.376 0.046
O -4.1209 0.8327 0.5672 -1.023 -0.243 -0.579
H 0.8929 -0.1248 -3.3212 -0.773 -0.188 -0.407
O 1.1137 0.2597 2.3963 -0.282 -0.514 -0.506
O 1.9118 2.8320 3.5947 -0.008 0.552 0.966
H 3.5267 2.0906 -0.3543 0.519 0.504 -0.383
O -2.7369 -0.9958 4.5568 1.014 -0.634 0.431
H 1.2070 -3.5278 0.2596 -0.393 0.028 0.117
O -0.9217 -0.1657 -2.2901 -0.018 0.452 -1.031
H -1.9410 -2.7075 1.4720 -0.877 -0.145 -0.406
H 2.7633 2.2595 0.8180 -0.515 0.427 0.400
O 0.9887 -1.6996 1.3371 0.173 -0.829 0.813
O -3.1551 1.2094 -1.9378 -0.457 0.044 0.008
C 0.2861 0.1672 0.0926 1.108 0.691 1.184
C 0.8017 -0.3727 1.4147 0.206 0.457 0.478
H -3.9178 -0.8107 1.5943 0.458 -0.480 0.118
O 3.6109 1.0227 -2.4923 -0.714 -1.987 1.201
O -2.5638 -3.0105 0.7861 2.429 -2.090 -2.190
H 0.7340 -3.3401 -1.1997 -0.036 0.034 0.519
H -1.0621 2.6810 -0.1250 -0.001 -0.819 -0.301
O -3.4885 -1.5831 2.0504 -2.218 4.147 2.568
H 3.0326 0.2876 -2.8297 0.268 0.863 -1.176
```
Positions in Å, forces in eV/Å.

LUMO ... -0.2 eV
Energy above the lowest of the compared OMol25 structures with the same formula, charge and spin ... 203.5 kcal/mol
HOMO energy ... -7.8 eV
Net charge ... 0
Molecular weight ... 341.30 g mol⁻¹

3.
This record from the OMol25 dataset describes C16H15IN2O3S2Sn as an isolated structure. The level of theory is ωB97M-V/def2-TZVPD.

```
40
Properties=species:S:1:pos:R:3:forces:R:3
H -5.0765 2.4713 1.0899 0.208 -0.050 0.505
H 4.5520 -1.1460 1.9873 0.176 -0.003 -0.081
C -1.5472 1.5752 0.2204 0.834 0.097 -0.287
C 0.5905 0.7545 0.5448 1.248 1.065 0.044
H 3.7069 2.0874 2.2495 1.916 0.497 -0.891
H -4.3285 -2.1410 -0.7255 0.553 -0.724 0.210
C 3.8543 -1.6604 -2.4263 2.462 -0.765 0.860
C 1.9173 0.1969 0.3212 0.744 -0.800 -0.304
H -2.0601 -0.4095 0.9681 0.912 -0.753 -0.106
H -3.7179 -3.6791 0.0594 -0.095 -0.478 0.862
H 0.3579 0.9986 1.5658 -0.025 -0.336 0.707
C -3.7153 -3.0705 -0.8056 -0.916 0.644 -2.036
H -4.0976 -3.6416 -1.6959 0.153 0.424 0.914
C 2.7977 -0.1188 1.4049 -0.739 -0.076 -0.876
C -4.0175 2.2285 0.9750 -2.750 1.177 -0.394
H 4.5870 -2.5089 -2.2674 -1.391 0.339 0.051
C 3.8885 -0.9007 1.1672 -0.161 0.371 0.056
O 1.8358 0.2803 -2.0422 0.287 -0.062 -0.224
C 3.4400 -1.1296 -1.0821 0.467 0.708 -0.076
C -1.9586 2.9088 0.0462 -0.963 -0.184 1.014
H 1.7249 0.4247 3.2467 0.607 -0.103 -0.850
Sn -0.1330 0.6393 -2.6143 -0.083 0.357 0.030
H -3.5516 4.2881 0.4596 -0.428 0.272 -0.135
C 2.7115 0.5240 2.7053 -2.207 0.127 2.420
C -3.2513 3.2627 0.4704 1.812 -1.526 -0.110
C -2.3260 0.6071 0.8456 -1.197 0.892 -0.533
C -3.6388 0.9283 1.1495 0.524 -0.617 0.697
O 2.8727 1.9151 2.6136 -1.557 0.293 0.814
H 3.3768 0.0736 3.4331 0.634 -0.105 -0.050
H -4.3100 0.1600 1.5812 0.392 0.721 -0.431
C -2.0366 -1.8388 -1.9629 1.003 0.450 0.901
I -0.6943 4.4875 -0.3926 0.381 -0.148 -0.380
N -0.2853 1.1643 -0.2991 0.148 -0.712 -0.626
S -3.0819 -0.6545 -2.4426 0.002 -0.042 -0.366
C 2.4026 -0.1844 -0.9580 -2.138 0.504 -0.232
S -0.2889 -1.8564 -2.2839 -1.034 -0.280 0.197
H 4.5906 -0.9885 -2.8711 -0.481 0.666 -0.270
N 4.1680 -1.3829 -0.0328 0.997 -1.612 -0.398
H 3.0879 -1.8896 -3.1341 -0.544 -0.109 -0.212
O -2.3460 -2.7752 -1.0683 0.249 -0.122 -0.414
```
Positions in Å, forces in eV/Å.

LUMO ... -0.6 eV
HOMO energy ... -8.4 eV
Net charge ... 0
Molecular weight ... 593.06 g mol⁻¹

Among the records above, which one has the highest HOMO energy? C9H9ClS2

Please write out number 3 again, unchanged.
This record from the OMol25 dataset describes C16H15IN2O3S2Sn as an isolated structure. The level of theory is ωB97M-V/def2-TZVPD.

```
40
Properties=species:S:1:pos:R:3:forces:R:3
H -5.0765 2.4713 1.0899 0.208 -0.050 0.505
H 4.5520 -1.1460 1.9873 0.176 -0.003 -0.081
C -1.5472 1.5752 0.2204 0.834 0.097 -0.287
C 0.5905 0.7545 0.5448 1.248 1.065 0.044
H 3.7069 2.0874 2.2495 1.916 0.497 -0.891
H -4.3285 -2.1410 -0.7255 0.553 -0.724 0.210
C 3.8543 -1.6604 -2.4263 2.462 -0.765 0.860
C 1.9173 0.1969 0.3212 0.744 -0.800 -0.304
H -2.0601 -0.4095 0.9681 0.912 -0.753 -0.106
H -3.7179 -3.6791 0.0594 -0.095 -0.478 0.862
H 0.3579 0.9986 1.5658 -0.025 -0.336 0.707
C -3.7153 -3.0705 -0.8056 -0.916 0.644 -2.036
H -4.0976 -3.6416 -1.6959 0.153 0.424 0.914
C 2.7977 -0.1188 1.4049 -0.739 -0.076 -0.876
C -4.0175 2.2285 0.9750 -2.750 1.177 -0.394
H 4.5870 -2.5089 -2.2674 -1.391 0.339 0.051
C 3.8885 -0.9007 1.1672 -0.161 0.371 0.056
O 1.8358 0.2803 -2.0422 0.287 -0.062 -0.224
C 3.4400 -1.1296 -1.0821 0.467 0.708 -0.076
C -1.9586 2.9088 0.0462 -0.963 -0.184 1.014
H 1.7249 0.4247 3.2467 0.607 -0.103 -0.850
Sn -0.1330 0.6393 -2.6143 -0.083 0.357 0.030
H -3.5516 4.2881 0.4596 -0.428 0.272 -0.135
C 2.7115 0.5240 2.7053 -2.207 0.127 2.420
C -3.2513 3.2627 0.4704 1.812 -1.526 -0.110
C -2.3260 0.6071 0.8456 -1.197 0.892 -0.533
C -3.6388 0.9283 1.1495 0.524 -0.617 0.697
O 2.8727 1.9151 2.6136 -1.557 0.293 0.814
H 3.3768 0.0736 3.4331 0.634 -0.105 -0.050
H -4.3100 0.1600 1.5812 0.392 0.721 -0.431
C -2.0366 -1.8388 -1.9629 1.003 0.450 0.901
I -0.6943 4.4875 -0.3926 0.381 -0.148 -0.380
N -0.2853 1.1643 -0.2991 0.148 -0.712 -0.626
S -3.0819 -0.6545 -2.4426 0.002 -0.042 -0.366
C 2.4026 -0.1844 -0.9580 -2.138 0.504 -0.232
S -0.2889 -1.8564 -2.2839 -1.034 -0.280 0.197
H 4.5906 -0.9885 -2.8711 -0.481 0.666 -0.270
N 4.1680 -1.3829 -0.0328 0.997 -1.612 -0.398
H 3.0879 -1.8896 -3.1341 -0.544 -0.109 -0.212
O -2.3460 -2.7752 -1.0683 0.249 -0.122 -0.414
```
Positions in Å, forces in eV/Å.

LUMO ... -0.6 eV
HOMO energy ... -8.4 eV
Net charge ... 0
Molecular weight ... 593.06 g mol⁻¹

Please write out number 1 again, unchanged.
This record from the OMol25 dataset describes the molecule C9H9ClS2. The level of theory is ωB97M-V/def2-TZVPD.

```
21
Properties=species:S:1:pos:R:3:forces:R:3
H 2.2996 -0.5375 2.1483 0.005 -0.004 0.060
C 0.4114 -0.9315 -0.5608 0.280 0.339 1.060
S -0.9219 2.8943 0.3556 -0.055 -0.179 0.179
H 0.9049 -1.3540 -2.5627 0.025 -0.017 -0.069
C 1.1574 1.5100 -0.2469 0.047 0.497 -0.054
C 1.3992 -1.1234 1.9587 0.173 -0.203 0.260
C 0.1208 0.4729 -0.0947 0.539 -0.645 0.035
C 0.2528 -1.7359 -1.7765 0.045 -0.204 -0.192
C -1.2174 1.1868 -0.0353 -0.566 0.623 -0.117
H -3.2541 1.7279 -0.3743 -0.150 0.221 0.044
C 0.7908 2.7556 0.0367 -0.150 -0.171 -0.176
H 2.1713 1.2135 -0.4581 0.174 -0.010 -0.043
C 0.8482 -0.7981 0.6529 -2.319 0.899 -1.554
H 0.5035 -2.7749 -1.5726 0.012 -0.056 -0.085
S -3.0684 -0.6682 -0.7756 0.097 0.258 0.116
Cl -2.8148 -1.6732 1.0105 -0.080 -0.099 0.065
C -2.5186 0.9455 -0.3906 1.594 -1.325 0.370
H 0.6752 -0.8987 2.7427 -0.002 -0.017 -0.025
H 1.6477 -2.1844 1.9993 0.054 0.006 0.088
H 1.3889 3.6445 0.0715 0.240 0.121 0.028
H -0.7764 -1.6712 -2.1280 0.034 -0.036 0.009
```
Positions in Å, forces in eV/Å.

LUMO ... -0.2 eV
Energy above the lowest of the compared OMol25 structures with the same formula, charge and spin ... 11.3 kcal/mol
HOMO energy ... -7.5 eV
Net charge ... 0
Molecular weight ... 216.76 g mol⁻¹
Structure (SMILES) ... CC1=C(C)C12C=CS/C2=C/SCl